{
  "formula": "C71H157N7O11",
  "method": "ωB97M-V/def2-TZVPD",
  "symbols": ["C", "C", "C", "C", "C", "C", "N", "O", "C", "C", "C", "H", "H", "H", "H", "H", "H", "H", "H", "H", "H", "H", "H", "H", "H", "H", "H", "H", "H", "H", "C", "C", "C", "C", "C", "C", "N", "O", "C", "C", "C", "H", "H", "H", "H", "H", "H", "H", "H", "H", "H", "H", "H", "H", "H", "H", "H", "H", "H", "H", "C", "C", "C", "C", "C", "C", "N", "O", "C", "C", "C", "H", "H", "H", "H", "H", "H", "H", "H", "H", "H", "H", "H", "H", "H", "H", "H", "H", "H", "H", "C", "C", "C", "C", "C", "C", "N", "O", "C", "C", "C", "H", "H", "H", "H", "H", "H", "H", "H", "H", "H", "H", "H", "H", "H", "H", "H", "H", "H", "H", "C", "C", "C", "C", "C", "C", "N", "O", "C", "C", "C", "H", "H", "H", "H", "H", "H", "H", "H", "H", "H", "H", "H", "H", "H", "H", "H", "H", "H", "H", "C", "C", "C", "C", "C", "C", "N", "O", "C", "C", "C", "H", "H", "H", "H", "H", "H", "H", "H", "H", "H", "H", "H", "H", "H", "H", "H", "H", "H", "H", "C", "C", "C", "C", "C", "C", "N", "O", "C", "C", "C", "H", "H", "H", "H", "H", "H", "H", "H", "H", "H", "H", "H", "H", "H", "H", "H", "H", "H", "H", "C", "C", "O", "H", "H", "H", "H", "H", "H", "C", "C", "O", "H", "H", "H", "H", "H", "H", "C", "C", "O", "H", "H", "H", "H", "H", "H", "C", "C", "O", "H", "H", "H", "H", "H", "H"],
  "xyz": [[-5.96079, 3.06854, 0.62462], [-7.33430, 2.62562, 1.16828], [-7.95797, 1.51837, 0.30611], [-7.15819, 0.17757, 0.51822], [-7.28980, -0.27727, 1.99694], [-6.72599, 0.87456, 2.86392], [-7.33397, 2.14982, 2.56203], [-6.76575, 3.18450, 3.46783], [-7.13785, 0.60981, 4.33285], [-5.17614, 0.82356, 2.67131], [-8.22117, 3.91575, 1.13890], [-6.13287, 3.77500, -0.18676], [-5.31290, 2.27317, 0.28361], [-5.49476, 3.66649, 1.42018], [-8.95494, 1.21046, 0.65076], [-8.06282, 1.87735, -0.71756], [-6.10815, 0.34953, 0.26506], [-7.44257, -0.71362, -0.06146], [-6.72545, -1.18526, 2.25746], [-8.33249, -0.52865, 2.17460], [-6.64294, 1.30016, 5.03475], [-8.21059, 0.71761, 4.54255], [-6.80059, -0.39605, 4.60783], [-4.84111, -0.19240, 2.91081], [-4.92231, 1.05415, 1.62622], [-4.58459, 1.51430, 3.30614], [-8.54369, 4.23849, 0.14823], [-7.58298, 4.71607, 1.52161], [-9.10552, 3.82579, 1.77840], [-5.84052, 3.15724, 3.18049], [-3.49487, -3.52755, -4.39515], [-3.51252, -2.04888, -4.81309], [-4.61544, -1.74160, -5.80719], [-4.89018, -0.27524, -6.00773], [-5.27185, 0.30313, -4.57550], [-4.18395, 0.04135, -3.47984], [-3.90074, -1.37664, -3.54377], [-2.80650, -1.65027, -2.55465], [-2.91190, 0.86628, -3.70061], [-4.81763, 0.35147, -2.10597], [-2.13882, -1.56639, -5.29937], [-2.50597, -3.77009, -4.00604], [-3.65692, -4.16381, -5.25783], [-4.26190, -3.76822, -3.64466], [-4.33131, -2.14066, -6.79440], [-5.52004, -2.26767, -5.49261], [-5.65078, 0.04616, -6.72697], [-3.96437, 0.17977, -6.40183], [-6.21581, -0.16517, -4.26589], [-5.45426, 1.38935, -4.72908], [-2.08737, 0.43413, -3.13857], [-2.62971, 0.72759, -4.73657], [-2.94978, 1.93159, -3.48053], [-5.41173, -0.46639, -1.67575], [-3.99027, 0.61029, -1.42119], [-5.47494, 1.22361, -2.12967], [-1.75600, -2.29060, -6.02031], [-1.44891, -1.44910, -4.47639], [-2.23048, -0.64272, -5.86123], [-3.18359, -2.41084, -2.11180], [1.62345, -5.20974, -7.77089], [0.43374, -4.95941, -6.89345], [0.06596, -6.21815, -6.09994], [1.06643, -6.61902, -4.99678], [1.14477, -5.41179, -4.04511], [1.59324, -4.12928, -4.78227], [0.67084, -3.93697, -5.87893], [1.11352, -2.71932, -6.58005], [1.39595, -2.93693, -3.85602], [3.02797, -4.20938, -5.23190], [-0.77462, -4.50276, -7.70257], [2.07098, -4.24009, -8.00951], [1.36653, -5.72523, -8.69576], [2.32683, -5.84354, -7.22413], [-0.91497, -5.94181, -5.71410], [-0.11789, -7.06872, -6.76527], [2.02817, -6.82283, -5.47374], [0.71881, -7.58026, -4.59761], [1.81005, -5.77404, -3.27019], [0.17186, -5.24182, -3.57498], [1.97676, -3.03786, -2.93331], [1.75713, -2.07310, -4.42405], [0.33215, -2.78526, -3.62141], [3.21965, -5.19869, -5.68598], [3.36560, -3.44822, -5.94440], [3.70708, -4.16605, -4.38736], [-1.00293, -5.24649, -8.47021], [-0.60653, -3.54700, -8.21443], [-1.66366, -4.43060, -7.03637], [0.36060, -2.16141, -6.36887], [3.50823, 3.75416, -6.92065], [2.65216, 3.96173, -5.64686], [1.29340, 4.56227, -5.91209], [0.37303, 4.47618, -4.69396], [0.26554, 3.05289, -4.14112], [1.68094, 2.41816, -3.83636], [2.44702, 2.61259, -5.09082], [3.79386, 2.16798, -4.69403], [2.31521, 3.02942, -2.61226], [1.65997, 0.89596, -3.60306], [3.49162, 4.86596, -4.69726], [3.08725, 3.01943, -7.60252], [4.54727, 3.49500, -6.65953], [3.57638, 4.66812, -7.50137], [1.32194, 5.61899, -6.22447], [0.84089, 3.98069, -6.73352], [-0.62021, 4.88130, -4.94894], [0.84953, 5.17551, -3.97244], [-0.35216, 2.48358, -4.83693], [-0.33189, 3.17406, -3.23735], [1.84755, 2.64972, -1.71297], [3.38313, 2.77056, -2.51128], [2.22969, 4.11847, -2.59417], [1.47546, 0.29224, -4.48645], [2.64113, 0.58989, -3.20739], [0.90748, 0.60318, -2.83768], [4.40531, 4.36518, -4.38365], [2.90728, 5.11178, -3.81845], [3.80922, 5.81734, -5.17634], [3.93671, 1.52367, -5.39007], [-1.25174, 0.90963, 2.24264], [-0.38382, 0.93138, 0.97905], [1.12238, 1.00710, 1.22575], [1.74888, -0.21876, 1.91000], [1.46294, -1.42096, 0.97535], [-0.03598, -1.63970, 0.66006], [-0.56847, -0.34969, 0.20526], [-2.02502, -0.55305, -0.05549], [-0.21055, -2.61945, -0.47867], [-0.70881, -2.14236, 1.92433], [-0.88648, 2.08418, 0.11617], [-1.25746, 1.87847, 2.75408], [-0.90785, 0.13790, 2.92240], [-2.24815, 0.65688, 1.85557], [1.55428, 1.07452, 0.21855], [1.31136, 1.95319, 1.72136], [1.20089, -0.35107, 2.85674], [2.81222, -0.07496, 2.16085], [1.85671, -2.32770, 1.43377], [2.02265, -1.26081, 0.04859], [0.21225, -2.30816, -1.43205], [0.24098, -3.56797, -0.16695], [-1.27257, -2.81148, -0.60631], [-1.79127, -2.14409, 1.82951], [-0.48262, -3.18992, 2.16266], [-0.45508, -1.56311, 2.80023], [-1.97598, 2.10393, 0.07318], [-0.48655, 2.10667, -0.89928], [-0.55804, 3.01761, 0.61983], [-2.00388, -0.61522, -1.01955], [0.66406, -0.47033, 7.82406], [1.67580, -0.97043, 6.80807], [2.45262, 0.24487, 6.15882], [3.63630, -0.35129, 5.27595], [4.59210, -1.01576, 6.25586], [3.90267, -2.20659, 6.91612], [2.65266, -1.76574, 7.57529], [1.97030, -2.90256, 8.18214], [3.74157, -3.33891, 5.91158], [4.76652, -2.68780, 8.07265], [0.92637, -1.78062, 5.81359], [1.12558, 0.04838, 8.65534], [0.01884, -1.23944, 8.27740], [-0.01484, 0.22903, 7.34233], [1.77558, 0.82250, 5.51912], [2.87248, 0.93030, 6.90807], [4.03247, 0.42224, 4.61242], [3.18075, -1.09378, 4.61209], [5.01675, -0.31369, 6.99290], [5.39176, -1.42674, 5.64110], [3.17229, -4.18968, 6.30271], [3.26917, -3.08086, 4.96316], [4.71576, -3.74940, 5.63361], [4.41186, -3.68993, 8.32800], [5.80526, -2.79395, 7.74346], [4.74131, -2.05971, 8.96181], [0.04503, -1.25782, 5.44510], [0.59250, -2.71163, 6.26248], [1.53752, -2.01690, 4.95474], [1.85196, -3.53321, 7.46714], [5.75053, 2.01987, 1.07940], [6.02182, 1.46931, -0.29770], [6.29788, 2.57517, -1.37518], [7.68456, 3.17641, -1.26144], [8.71918, 2.05832, -1.42763], [8.55809, 0.96230, -0.36349], [7.14580, 0.56826, -0.34632], [6.99450, -0.40422, 0.70048], [9.34469, -0.27088, -0.70355], [8.93511, 1.48333, 1.02486], [4.79278, 0.60290, -0.64588], [4.82255, 2.57924, 1.19517], [6.58586, 2.68895, 1.35550], [5.73714, 1.20207, 1.80124], [6.11838, 1.99519, -2.30342], [5.54636, 3.39131, -1.38128], [7.85916, 3.60999, -0.26621], [7.84878, 3.99225, -1.98348], [9.67426, 2.56919, -1.29227], [8.68642, 1.58210, -2.43117], [9.15335, -1.06066, 0.03799], [9.20879, -0.66995, -1.71417], [10.41350, -0.07579, -0.60756], [8.52355, 0.85170, 1.81704], [9.98716, 1.55777, 1.28068], [8.50082, 2.48294, 1.16053], [3.87612, 1.21192, -0.71869], [4.57674, -0.19581, 0.06556], [4.93472, 0.10016, -1.61217], [6.59318, -1.14032, 0.24344], [-3.07747, -5.00823, 2.54226], [-4.40635, -4.99211, 3.26553], [-4.99480, -3.72238, 3.24456], [-2.54304, -5.95687, 2.65409], [-2.40233, -4.27364, 2.97865], [-3.10884, -4.75210, 1.49067], [-4.25378, -5.37874, 4.29255], [-5.02283, -5.71310, 2.72294], [-4.50532, -3.17005, 3.85934], [-2.59952, 6.04401, 4.01777], [-2.47496, 4.55324, 4.08321], [-3.68239, 3.84147, 4.44407], [-2.78357, 6.45883, 5.00590], [-3.37206, 6.36581, 3.30805], [-1.62100, 6.40352, 3.68022], [-1.65106, 4.22547, 4.73726], [-2.25446, 4.11490, 3.10154], [-4.08559, 4.23775, 5.22538], [-3.57449, 0.28100, 6.09589], [-2.94820, -0.93581, 5.52762], [-3.89644, -1.95975, 5.29583], [-3.90576, 0.13933, 7.13262], [-4.43481, 0.67231, 5.53525], [-2.89278, 1.13317, 6.11181], [-2.14740, -1.37673, 6.12262], [-2.47270, -0.75922, 4.54569], [-4.51702, -2.09897, 6.00387], [1.75581, 3.58497, 4.84962], [2.05057, 4.74757, 5.80421], [0.79002, 5.22348, 6.29467], [1.06855, 3.89418, 4.06824], [1.29868, 2.75682, 5.37884], [2.67612, 3.19238, 4.37740], [2.56174, 5.59407, 5.31714], [2.66517, 4.41998, 6.66571], [1.07410, 5.88300, 6.92788]],
  "atomic_forces_ev_per_a": [[-0.423, 0.539, 0.308], [-0.840, 0.727, -0.249], [0.174, -1.806, 0.782], [0.264, -0.372, -0.038], [0.443, 1.264, -0.748], [0.051, -0.758, 1.516], [-0.448, 1.273, 0.137], [-0.329, -1.412, -1.671], [0.919, -0.185, 0.582], [0.053, 0.216, 0.236], [0.445, -0.205, 0.437], [0.071, -0.102, -0.212], [0.124, 0.007, -0.053], [0.310, -0.224, -0.326], [-0.105, 0.807, 0.054], [0.300, -0.239, -0.121], [-0.150, -0.175, 0.087], [-0.379, 0.692, -0.442], [0.012, 0.284, -0.400], [-0.252, 0.367, 0.336], [-0.064, -0.144, -0.382], [0.216, -0.139, -0.549], [-0.182, -0.025, 0.030], [0.065, 0.156, -0.092], [0.090, -0.360, 0.625], [-0.495, -0.205, -0.161], [0.132, -0.398, -0.206], [-0.325, 0.104, 0.165], [0.235, -0.121, -0.069], [0.260, 0.428, 0.582], [0.326, -0.113, -0.520], [0.163, 0.713, 1.378], [-0.497, -0.729, -1.454], [0.421, 1.155, 1.859], [0.664, 0.358, -1.441], [-1.026, 0.859, -0.265], [0.623, -0.722, 1.108], [-1.083, 0.399, -1.136], [0.143, -0.164, -0.425], [0.703, 0.229, 0.397], [-0.343, -0.601, -0.950], [-0.025, -0.116, 0.122], [-0.035, -0.190, -0.259], [0.161, 0.253, -0.293], [0.025, -0.354, 0.323], [-0.057, 0.004, 0.006], [-0.134, -0.728, 0.115], [-0.312, 0.155, 0.349], [0.198, 0.090, -0.002], [0.164, -0.523, 0.600], [0.011, 0.089, 0.275], [0.094, 0.541, -0.106], [-0.413, 0.007, 0.106], [0.358, 0.027, -0.383], [-0.455, -0.266, 0.077], [0.076, 0.083, -0.290], [0.169, -0.239, 0.122], [0.182, -0.022, 0.117], [0.129, 0.061, 0.074], [-0.019, -0.190, 0.384], [0.724, 0.021, -0.329], [-0.120, -0.456, 0.329], [-0.405, -0.313, -0.335], [-1.252, 0.821, -1.232], [0.184, -1.353, -0.245], [-0.163, -0.492, 0.909], [-0.432, 1.371, -0.747], [-0.594, -0.811, 0.472], [0.162, 0.402, -0.200], [1.256, -1.043, -0.289], [-0.613, -0.137, 0.052], [0.201, -0.333, -0.144], [-0.144, 0.022, -0.017], [0.103, 0.223, -0.465], [-0.091, -0.422, 0.705], [0.128, 0.202, -0.241], [0.051, -0.004, 0.232], [0.141, 0.443, 0.511], [0.489, 0.836, 0.480], [-0.009, 0.030, -0.130], [-0.083, -0.015, -0.136], [-0.069, 0.110, 0.479], [0.289, -0.136, -0.030], [0.076, 0.617, 0.171], [-0.477, -0.045, 0.168], [0.057, 0.137, 0.365], [0.002, -0.003, 0.020], [0.017, -0.207, 0.220], [0.530, 0.126, -0.423], [0.005, 0.423, -0.157], [0.004, 0.374, 0.068], [1.529, 0.537, 0.261], [-1.083, -0.261, -0.733], [0.868, 0.589, -0.042], [0.360, 0.494, 0.461], [-1.311, -0.083, -1.048], [1.105, -0.330, 0.911], [-0.579, -0.248, -0.919], [0.556, 0.681, 0.688], [-0.325, -0.238, 0.887], [-0.062, 0.578, -0.426], [-0.098, -0.316, 0.151], [-0.502, -0.089, -0.055], [-0.099, 0.396, 0.044], [0.413, -0.404, -0.078], [0.049, 0.224, 0.057], [0.324, -0.182, 0.178], [-0.684, -0.466, 0.053], [0.341, -0.426, -0.060], [0.116, -0.532, 0.342], [-0.376, -0.144, 0.211], [-0.456, 0.122, -0.302], [-0.102, -0.343, 0.264], [-0.149, 0.223, -0.335], [-0.327, 0.077, -0.120], [0.302, 0.308, -0.347], [-0.108, -0.099, 0.035], [0.258, 0.325, -0.090], [-0.398, -0.560, 0.019], [0.386, -0.282, 0.028], [0.081, 0.071, -0.375], [-0.499, -1.641, -0.090], [0.273, 0.219, -0.639], [-1.402, 0.168, -0.177], [0.573, 0.293, 0.274], [0.755, 0.993, 0.675], [-1.309, 0.612, -0.855], [1.669, 0.494, 0.329], [-0.063, -0.797, 0.403], [-0.650, -1.015, 0.315], [0.475, 0.743, 0.433], [-0.067, -0.110, -0.094], [-0.190, 0.262, 0.214], [0.048, 0.117, 0.623], [0.194, 0.180, 0.079], [0.252, 0.151, 0.328], [0.414, -0.140, -0.017], [-0.349, -0.113, -0.341], [-0.038, -0.226, -0.051], [-0.084, -0.020, -0.096], [0.084, 0.245, 0.186], [0.056, 0.007, -0.216], [-0.096, -0.060, -0.130], [-0.198, 0.285, -0.127], [0.378, 0.129, -0.250], [0.152, -0.043, 0.123], [0.047, -0.112, -0.045], [0.089, -0.253, 0.025], [-0.224, -0.300, -0.297], [-0.377, -0.056, -0.058], [-0.733, 0.412, 0.447], [0.471, 1.041, 1.024], [0.434, -1.365, -0.885], [-1.751, 1.019, 1.123], [-0.091, 0.110, -1.091], [-0.045, 0.311, 0.987], [-0.240, -0.246, 0.116], [0.827, 1.100, -0.199], [-0.013, -0.722, -0.587], [0.524, -1.076, -0.218], [-0.333, -0.342, -1.175], [0.333, 0.137, 0.097], [0.453, -0.072, -0.386], [-0.106, 0.226, -0.164], [-0.067, -0.283, 0.207], [-0.205, -0.309, 0.025], [0.374, -0.034, 0.331], [0.318, 0.122, 0.022], [-0.284, -0.239, -0.254], [0.475, -0.078, 0.337], [0.115, 0.090, 0.111], [0.000, 0.229, 0.164], [0.072, 0.066, 0.209], [0.175, 0.106, 0.365], [-0.030, 0.018, 0.012], [-0.213, 0.148, -0.225], [-0.068, 0.084, 0.025], [-0.217, -0.061, -0.041], [-0.032, -0.195, -0.330], [-0.137, -0.315, -0.165], [0.992, 0.865, 1.023], [-1.069, 0.550, -0.114], [-1.253, -0.555, -0.017], [0.163, -0.645, -0.217], [0.176, 0.313, -0.206], [-0.387, 0.663, 0.412], [0.330, -1.344, -0.391], [-0.019, 0.275, -0.041], [1.077, -0.842, 0.267], [-0.156, 0.520, 0.806], [-0.494, 0.279, -1.023], [-0.092, -0.011, -0.381], [-0.587, -0.147, 0.161], [0.000, 0.071, 0.001], [0.553, 0.685, -0.050], [0.069, -0.634, 0.358], [-0.346, 0.095, -0.266], [-0.106, -0.381, 0.116], [0.390, -0.524, -0.131], [-0.067, 0.438, 0.474], [-0.100, 0.202, -0.366], [-0.399, 0.208, 0.140], [0.113, 0.237, -0.053], [-0.134, -0.007, -0.254], [0.389, -0.004, -0.557], [0.315, -0.310, 0.122], [0.337, -0.088, 0.030], [0.227, 0.248, 0.300], [0.018, 0.207, 0.017], [-0.063, -0.396, -0.155], [1.149, 0.176, 0.459], [0.625, -0.848, -0.365], [-0.524, -0.122, -0.129], [-0.280, -0.136, -0.077], [0.027, 0.194, 0.207], [-0.438, -0.050, -0.288], [-0.201, 0.209, -0.288], [-0.533, 0.254, 0.291], [0.170, 0.434, 0.224], [0.287, 0.045, -0.241], [-0.304, -1.517, -0.167], [0.098, 0.353, -0.027], [-0.115, 0.151, 0.057], [0.155, -0.076, 0.234], [-0.197, 0.250, 0.031], [-0.207, 0.324, 0.053], [0.081, 0.336, 0.025], [0.146, 0.037, -0.043], [-0.363, 1.422, 0.647], [0.475, -0.711, -0.771], [-0.221, -0.768, -1.136], [0.049, -0.142, -0.127], [0.182, -0.555, -0.100], [0.294, -0.112, 0.059], [0.068, 0.373, 0.491], [-0.412, 0.143, 0.243], [-0.109, 0.291, 0.632], [0.780, 0.230, 0.066], [-0.205, -0.456, -0.199], [0.482, -0.061, 0.011], [-0.046, 0.163, -0.144], [-0.133, 0.052, 0.215], [-0.336, 0.286, 0.196], [0.047, -0.431, -0.112], [-0.111, -0.016, -0.452], [-0.561, 0.348, 0.339]],
  "mulliken_charge": [-1.04, 1.99, -1.57, 1.08, -1.26, 1.71, 0.03, -0.49, -1.94, -0.42, -1.98, 0.64, -0.55, 0.40, 0.33, 0.46, -1.06, 0.67, 0.44, 0.30, 0.35, 0.39, 0.30, 0.46, -0.81, 0.18, 0.39, 0.38, 0.44, 0.32, -1.88, 2.01, -1.52, -0.66, -1.17, 2.56, -0.41, 0.47, -1.88, -2.29, -0.92, 0.24, 0.54, 0.35, 0.38, 0.45, 0.42, 0.32, 0.36, 0.49, 0.20, 0.20, 0.59, 0.46, -0.13, 0.53, -0.29, 0.26, 0.18, 0.07, -1.68, 1.53, -1.16, -0.84, -1.09, 2.49, 1.04, -0.61, -2.11, -1.90, -1.79, 0.26, 0.48, 0.30, 0.29, 0.35, 0.35, 0.46, 0.44, 0.20, 0.63, 0.44, -0.57, 0.37, 0.32, 0.48, 0.51, 0.38, 0.09, 0.35, -2.02, 1.59, -1.12, -0.88, -0.56, 3.01, -0.38, -0.36, -1.34, -2.57, -1.50, 0.40, 0.36, 0.46, 0.36, 0.34, 0.48, 0.27, 0.33, -0.08, -0.09, 0.20, 0.31, 0.79, 0.27, 0.21, 0.28, 0.38, 0.44, 0.34, 0.10, 2.84, -0.77, 0.93, -2.03, 3.07, 1.34, 0.04, -2.37, -1.04, -1.60, 0.17, -1.22, -0.20, -0.91, 0.63, -0.93, 0.65, 0.70, 0.03, -0.19, 0.76, 0.19, 0.20, 0.78, -1.06, 0.03, -0.45, 0.51, -0.33, -2.02, 2.11, -0.57, 0.39, -1.59, 1.85, 0.02, -0.47, -1.59, -2.09, -1.17, 0.44, 0.35, 0.33, -0.57, 0.57, 0.36, -0.33, 0.31, 0.53, 0.40, 0.24, 0.49, 0.38, 0.42, 0.45, -0.27, 0.73, -0.10, 0.35, -2.07, 2.64, -1.06, -0.87, -1.16, 1.53, 0.14, -0.57, -1.95, -1.50, -2.05, 0.48, 0.32, 0.50, 0.35, 0.37, 0.36, 0.37, 0.38, 0.37, 0.40, 0.35, 0.44, 0.30, 0.40, 0.26, -0.13, 0.51, 0.56, 0.36, -0.58, -0.34, -0.36, 0.45, 0.05, 0.14, 0.29, 0.29, 0.21, -1.33, 0.26, -0.33, 0.37, 0.31, 0.38, 0.23, -0.09, 0.20, -1.05, 0.79, -0.47, 0.51, -0.05, 0.27, 0.33, -0.67, 0.23, -0.50, -0.54, -0.48, 0.31, 0.05, 0.36, 0.31, 0.31, 0.29],
  "total_charge": 0,
  "homo_ev": -8.36,
  "mol_weight_g_mol": 1285.07,
  "homo_lumo_gap_ha": 0.3210,
  "spin_multiplicity": 1
}